A.
Below is a molecular structure, C3H13N2O, with properties calculated with ωB97M-V/def2-TZVPD.

XYZ file:
```
19
Properties=species:S:1:pos:R:3
C 1.264 0.099 1.667
C 1.015 0.982 0.400
C 0.835 0.213 -0.934
N -0.372 -0.649 -0.823
N 0.311 -1.053 1.573
H 2.187 -0.462 1.769
H 0.958 0.660 2.559
H 1.882 1.590 0.138
H 0.143 1.653 0.511
H 1.697 -0.508 -1.125
H 0.772 0.895 -1.797
H -0.412 -1.439 -1.464
H -0.213 -1.032 0.483
H -1.191 -0.100 -1.127
H 0.737 -1.976 1.596
H -0.545 -1.156 2.143
H -3.581 0.544 -1.330
H -2.780 1.168 -2.494
O -2.708 0.570 -1.743
```

Orbital gap: 11.36 eV
Total charge: +1

=====

B.
Below is 2 unconnected molecules or ions with the total composition C3H13N2O, with properties calculated with ωB97M-V/def2-TZVPD.

XYZ file:
```
19
Properties=species:S:1:pos:R:3
C 0.415 -1.448 0.537
C -1.065 -1.251 0.280
C -1.744 -0.045 0.893
N -1.180 1.260 0.361
N 1.200 -0.366 -0.152
H 0.551 -1.303 1.609
H 0.731 -2.454 0.306
H -1.218 -1.318 -0.796
H -1.616 -2.157 0.551
H -1.631 -0.053 1.981
H -2.759 0.002 0.509
H -1.964 1.895 0.389
H -0.384 1.629 0.864
H 1.989 -0.125 0.446
H 0.566 0.431 -0.243
H 1.598 -0.417 -1.084
H 2.455 1.444 -2.680
H 2.094 2.620 -1.892
O 1.962 1.657 -1.877
```

Orbital gap: 10.50 eV
Total charge: +1

=====

Which one sits at the bottom of the stability order? B does.

=====

A.
Below is 2 unconnected molecules or ions with the total composition C3H13N2O, with properties calculated with ωB97M-V/def2-TZVPD.

XYZ file:
```
19
Properties=species:S:1:pos:R:3
C 1.437 -1.293 -0.661
C 0.264 -1.523 -1.654
C -1.049 -0.853 -1.255
N -0.896 0.504 -0.762
N 1.782 0.161 -0.641
H 1.053 -1.615 0.301
H 2.235 -1.946 -0.974
H 0.116 -2.592 -1.809
H 0.665 -1.196 -2.609
H -1.581 -1.478 -0.544
H -1.714 -0.839 -2.125
H -1.263 0.743 0.147
H 0.754 0.578 -0.700
H -1.240 1.264 -1.349
H 2.185 0.669 0.150
H 2.287 0.299 -1.504
H -2.109 2.507 4.675
H -0.720 2.833 4.524
O -1.371 2.274 4.114
```

Orbital gap: 11.03 eV
Total charge: +1

=====

B.
Below is 2 unconnected molecules or ions with the total composition C3H13N2O, with properties calculated with ωB97M-V/def2-TZVPD.

XYZ file:
```
19
Properties=species:S:1:pos:R:3
N 0.607 0.081 -1.589
C -0.402 -0.545 -0.591
C 0.002 -0.206 0.826
N 1.450 -0.519 1.037
C 1.777 -1.904 1.367
H 1.424 0.337 -0.986
H 0.140 0.954 -1.848
H 0.688 -0.602 -2.348
H -0.391 -1.639 -0.699
H -1.374 -0.158 -0.884
H -0.669 -0.876 1.384
H -0.164 0.856 1.055
H 1.434 0.044 1.966
H 1.404 -2.593 0.562
H 2.839 -1.996 1.575
H 1.178 -2.215 2.306
H -2.680 4.009 -1.327
H -4.034 3.711 -0.768
O -3.226 3.262 -1.037
```

Orbital gap: 10.40 eV
Total charge: +1

=====

Which one sits at the bottom of the stability order? B does.

=====

A.
Below is 2 unconnected molecules or ions with the total composition CH4N2O2, with properties calculated with ωB97M-V/def2-TZVPD.

XYZ file:
```
9
Properties=species:S:1:pos:R:3
C -0.559 -1.251 -1.287
N 0.276 1.246 0.875
N 0.694 0.068 0.959
O 0.339 2.172 1.668
O -0.682 -0.079 -1.515
H 0.219 -1.453 -0.576
H -1.108 -2.079 -1.934
H 1.419 0.029 1.610
H -0.599 1.346 0.200
```

Orbital gap: 10.70 eV

=====

B.
Below is CH4N2O2 in the gas phase, with properties calculated with ωB97M-V/def2-TZVPD.

XYZ file:
```
9
Properties=species:S:1:pos:R:3
C -1.283 -0.313 -0.007
N 2.152 0.898 0.076
N 1.084 -0.090 -0.036
O 1.203 -1.271 0.044
O -0.146 0.514 -0.167
H -0.982 -1.276 0.414
H -1.770 -0.470 -0.969
H -1.955 0.205 0.678
H 1.697 1.802 -0.033
```

Orbital gap (spin up / spin down): 10.00 / 10.00 eV

=====

Which one sits at the bottom of the stability order? B does.

=====

A.
Below is 2 unconnected molecules or ions with the total composition CH4N2O2, with properties calculated with ωB97M-V/def2-TZVPD.

XYZ file:
```
9
Properties=species:S:1:pos:R:3
C 1.468 0.356 -0.029
N -1.284 -0.762 0.043
N -0.719 0.372 -0.007
O -2.520 -0.942 0.062
O -1.204 1.488 -0.033
H 1.642 -0.695 -0.170
H 1.644 0.756 0.949
H 1.620 0.999 -0.873
H -0.646 -1.571 0.059
```

Orbital gap (spin up / spin down): 7.40 / 7.40 eV

=====

B.
Below is CH4N2O2 in the gas phase, with properties calculated with ωB97M-V/def2-TZVPD.

XYZ file:
```
9
Properties=species:S:1:pos:R:3
C 0.613 -0.647 0.954
N -0.505 0.126 0.355
O -0.500 -0.245 -0.986
N -0.629 1.070 -1.584
O -1.145 1.089 -2.660
H -0.423 1.123 0.568
H 0.568 -0.462 2.025
H 1.585 -0.349 0.550
H 0.435 -1.705 0.778
```

Orbital gap (spin up / spin down): 9.12 / 9.11 eV

=====

C.
Below is 2 unconnected molecules or ions with the total composition CH4N2O2, with properties calculated with ωB97M-V/def2-TZVPD.

XYZ file:
```
9
Properties=species:S:1:pos:R:3
C 1.948 0.087 0.213
N -0.916 -0.622 -0.657
N -0.236 0.575 -0.880
O 2.873 0.238 -0.499
O -0.803 1.439 0.068
H 1.680 -0.512 1.140
H -0.955 -1.211 -1.439
H -1.130 -1.168 0.143
H -0.159 2.025 0.422
```

Orbital gap (spin up / spin down): 8.61 / 8.11 eV

=====

Which one sits at the bottom of the stability order? A does.

=====

A.
Below is a molecular structure, C6H14, with properties calculated with ωB97M-V/def2-TZVPD.

XYZ file:
```
20
Properties=species:S:1:pos:R:3
C 0.269 2.013 1.223
C 0.260 0.466 1.397
C -0.164 -0.237 0.103
C -0.893 -1.418 0.385
C 0.395 0.117 -1.113
C -0.563 0.148 -2.330
H -0.718 2.463 1.331
H 0.576 2.191 0.197
H 0.950 2.460 1.945
H 1.216 0.238 1.858
H -0.522 0.287 2.139
H -1.568 -0.448 0.050
H -1.284 -2.173 -0.277
H -1.091 -1.636 1.427
H 2.072 -2.776 0.540
H 1.858 -2.129 0.250
H 1.416 -0.188 -1.330
H -0.157 0.830 -3.074
H -1.434 0.615 -1.895
H -0.619 -0.823 -2.826
```

Orbital gap: 7.27 eV

=====

B.
Below is C6H14 in the gas phase, with properties calculated with ωB97M-V/def2-TZVPD.

XYZ file:
```
20
Properties=species:S:1:pos:R:3
C 0.457 -2.590 0.307
C 1.199 -1.270 0.375
C 0.552 -0.440 -0.777
C -0.926 0.142 -0.326
C -1.112 1.531 0.533
C -0.112 2.593 -0.050
H -0.274 -2.644 -0.519
H 1.054 -3.483 0.137
H -0.123 -2.732 1.194
H 1.345 -0.760 1.388
H 2.209 -1.478 -0.014
H 1.187 0.498 -0.900
H 0.543 -0.943 -1.813
H -1.209 -0.591 0.446
H -1.614 0.324 -1.173
H -2.213 1.765 0.387
H -1.080 1.346 1.541
H -0.439 2.635 -1.103
H 0.873 2.491 0.216
H -0.320 3.605 0.150
```

Orbital gap: 11.41 eV

=====

Which one sits at the bottom of the stability order? A does.

=====

A.
Below is 2 unconnected molecules or ions with the total composition C6H14, with properties calculated with ωB97M-V/def2-TZVPD.

XYZ file:
```
20
Properties=species:S:1:pos:R:3
C -1.981 1.427 0.652
C -0.715 0.928 -0.020
C 1.245 -1.273 -0.426
C -1.095 -0.147 -1.072
C 2.191 -0.151 -0.607
C 0.947 -1.580 0.991
H -2.407 0.625 1.260
H -2.703 1.690 -0.123
H -1.819 2.293 1.302
H -0.241 1.753 -0.565
H -0.013 0.684 0.787
H -1.748 0.389 -1.761
H -0.297 -0.572 -1.694
H -1.674 -1.012 -0.715
H 2.081 0.355 -1.573
H 3.123 -0.737 -0.693
H 2.332 0.580 0.206
H -0.023 -2.071 1.126
H 1.097 -0.809 1.767
H 1.699 -2.372 1.155
```

Orbital gap: 8.66 eV

=====

B.
Below is 2 unconnected molecules or ions with the total composition C6H14, with properties calculated with ωB97M-V/def2-TZVPD.

XYZ file:
```
20
Properties=species:S:1:pos:R:3
C -2.201 0.123 -0.818
C -1.151 -0.829 -0.259
C -0.307 -0.433 0.835
C 0.521 0.811 0.694
C 2.076 0.605 0.483
C 2.379 -0.467 -0.562
H -1.895 1.147 -1.040
H -3.043 0.159 0.091
H -2.671 -0.192 -1.761
H -0.496 -1.077 -1.116
H -1.699 -1.747 -0.044
H -0.636 -0.601 1.858
H -3.591 0.162 0.925
H 0.180 1.344 -0.194
H 0.493 1.443 1.576
H 2.426 0.337 1.483
H 2.475 1.577 0.236
H 3.361 -0.927 -0.509
H 1.678 -1.265 -0.308
H 2.101 -0.169 -1.571
```

Orbital gap: 5.03 eV

=====

Which one sits at the bottom of the stability order? B does.

=====

A.
Below is 2 unconnected molecules or ions with the total composition C6H14, with properties calculated with ωB97M-V/def2-TZVPD.

XYZ file:
```
20
Properties=species:S:1:pos:R:3
C 1.496 0.962 -1.221
C 0.580 1.547 -0.113
C 0.320 0.446 0.982
C 0.004 -0.982 0.969
C -1.569 -1.329 0.817
C -1.932 -0.622 -0.560
H 1.087 0.005 -1.634
H 2.419 0.656 -0.702
H 1.593 1.517 -2.140
H -0.322 2.062 -0.498
H 1.296 2.263 0.361
H 0.459 0.840 1.940
H 3.050 0.270 -0.302
H 0.579 -1.580 0.216
H 0.330 -1.514 1.964
H -1.999 -0.742 1.608
H -1.657 -2.363 0.869
H -2.880 -0.132 -0.600
H -1.026 0.047 -0.565
H -1.826 -1.352 -1.391
```

Orbital gap: 5.23 eV

=====

B.
Below is C6H14 in the gas phase, with properties calculated with ωB97M-V/def2-TZVPD.

XYZ file:
```
20
Properties=species:S:1:pos:R:3
C 2.612 -0.100 -0.239
C 1.197 -0.636 -0.503
C 0.014 0.016 0.232
C -0.055 1.522 0.033
C -1.275 -0.707 -0.214
C -2.498 -0.353 0.627
H 2.880 -0.179 0.820
H 3.351 -0.682 -0.808
H 2.733 0.946 -0.547
H 1.022 -0.603 -1.586
H 1.126 -1.672 -0.187
H 0.132 -0.181 1.304
H -0.868 1.950 0.626
H 0.882 1.988 0.356
H -0.214 1.771 -1.024
H -1.122 -1.796 -0.161
H -1.477 -0.489 -1.274
H -2.757 0.707 0.533
H -3.372 -0.938 0.324
H -2.309 -0.559 1.688
```

Orbital gap: 12.11 eV

=====

C.
Below is C6H14 in the gas phase, with properties calculated with ωB97M-V/def2-TZVPD.

XYZ file:
```
20
Properties=species:S:1:pos:R:3
C 2.098 -0.920 0.523
C 1.466 -0.366 -0.789
C -0.050 -0.532 -0.867
C -0.845 0.067 0.316
C -2.342 0.085 -0.044
C -0.389 1.473 0.628
H 2.875 -1.629 0.259
H 1.350 -1.403 1.154
H 2.546 -0.127 1.129
H 1.719 0.685 -0.950
H 1.930 -0.922 -1.604
H -0.414 -0.072 -1.792
H -0.323 -1.590 -0.960
H -0.710 -0.635 1.140
H -2.726 -0.927 -0.225
H -2.898 0.458 0.822
H -2.525 0.725 -0.906
H 0.593 1.512 1.099
H -1.057 1.991 1.317
H -0.299 2.126 -0.251
```

Orbital gap: 11.98 eV

=====

D.
Below is 2 unconnected molecules or ions with the total composition C6H14, with properties calculated with ωB97M-V/def2-TZVPD.

XYZ file:
```
20
Properties=species:S:1:pos:R:3
C -0.232 -0.085 -2.341
C 0.374 -1.101 -1.560
C 0.204 -0.643 0.094
C 0.313 -1.187 1.418
C 0.114 0.924 0.093
C -0.771 1.606 1.134
H -1.285 -0.102 -2.587
H -0.234 1.002 -1.015
H 0.402 0.418 -3.058
H 1.435 -1.185 -1.779
H -0.039 -2.103 -1.597
H -0.865 -0.982 0.113
H 1.311 -1.334 1.863
H -0.259 -2.088 1.618
H 0.671 0.691 4.437
H 0.758 1.222 4.960
H 1.155 1.261 0.174
H -0.236 1.674 2.068
H -1.084 2.606 0.856
H -1.600 0.962 1.406
```

Orbital gap: 6.22 eV

=====

Which one sits at the bottom of the stability order? A does.

=====

A.
Below is C4H3N in the gas phase, with properties calculated with ωB97M-V/def2-TZVPD.

XYZ file:
```
8
Properties=species:S:1:pos:R:3
C 1.876 0.433 0.005
C 0.809 0.031 -0.378
C -0.516 -0.539 -0.206
C -1.636 0.352 -0.571
N -2.498 1.050 -0.905
H 2.866 0.804 0.011
H -0.190 -0.590 0.861
H -0.677 -1.531 -0.653
```

Orbital gap: 11.09 eV

=====

B.
Below is 2 unconnected molecules or ions with the total composition C4H3N, with properties calculated with ωB97M-V/def2-TZVPD.

XYZ file:
```
8
Properties=species:S:1:pos:R:3
C -1.576 -1.529 -0.971
C 1.229 -0.143 0.279
C 0.009 -0.227 0.011
C 0.387 1.154 0.421
N -2.477 -2.005 -1.473
H 2.062 -0.606 0.574
H -0.005 1.520 1.461
H 0.372 1.836 -0.302
```

Orbital gap: 9.20 eV

=====

Which one sits at the bottom of the stability order? B does.